# 1
{"formula": "C30H30AgF5NOPSe", "method": "ωB97M-V/def2-TZVPD", "multiplicity": 1, "charge": -2, "homo_energy_ev": 0.839, "orbital_gap_ev": 3.60, "molar_mass_g_mol": 733.4, "elements": ["Ag", "O", "C", "C", "C", "C", "C", "C", "N", "H", "H", "H", "H", "H", "H", "H", "C", "P", "C", "C", "C", "C", "C", "C", "C", "C", "C", "C", "C", "C", "H", "H", "H", "H", "H", "H", "H", "H", "H", "H", "H", "H", "H", "F", "C", "C", "F", "C", "F", "C", "Se", "C", "F", "C", "F", "C", "C", "C", "C", "C", "H", "H", "H", "H", "H", "H", "H", "H", "H", "H"], "xyz": [[-0.246, 0.372, -0.735], [-0.391, -1.115, 1.963], [-0.985, -0.377, 2.932], [-1.177, 1.106, 2.641], [-1.983, 1.858, 3.505], [-2.170, 3.202, 3.261], [-1.557, 3.782, 2.154], [-0.776, 2.971, 1.352], [-0.582, 1.672, 1.590], [-1.077, -1.139, 1.037], [-0.381, -0.426, 3.858], [-1.987, -0.771, 3.196], [-2.463, 1.368, 4.344], [-2.798, 3.796, 3.915], [-1.692, 4.827, 1.907], [-0.297, 3.365, 0.462], [2.308, -1.750, 0.149], [2.079, 0.050, 0.378], [3.567, 0.692, -0.516], [4.879, 0.486, -0.087], [5.951, 0.973, -0.815], [5.724, 1.672, -1.996], [4.426, 1.875, -2.438], [3.350, 1.390, -1.700], [2.611, 0.289, 2.111], [3.102, 1.530, 2.521], [3.395, 1.777, 3.852], [3.185, 0.788, 4.806], [2.675, -0.441, 4.415], [2.385, -0.687, 3.079], [1.461, -2.259, 0.609], [3.254, -2.117, 0.553], [2.259, -1.935, -0.925], [5.061, -0.053, 0.837], [6.964, 0.808, -0.465], [6.559, 2.056, -2.571], [4.238, 2.413, -3.359], [2.336, 1.542, -2.060], [3.257, 2.310, 1.784], [3.779, 2.747, 4.146], [3.405, 0.982, 5.850], [2.484, -1.211, 5.153], [1.942, -1.631, 2.792], [3.613, 5.900, -6.009], [2.736, 5.031, -5.445], [1.806, 5.465, -4.514], [1.777, 6.776, -4.172], [0.918, 4.568, -3.947], [0.052, 5.090, -3.054], [0.890, 3.204, -4.253], [-0.298, 1.962, -3.431], [1.850, 2.815, -5.195], [1.944, 1.528, -5.589], [2.749, 3.688, -5.782], [3.652, 3.241, -6.690], [-3.947, -2.135, 0.022], [-3.139, -0.999, -0.646], [-3.600, 0.317, -0.010], [-3.540, -0.964, -2.131], [-1.651, -1.229, -0.441], [-5.034, -1.994, -0.073], [-3.688, -2.193, 1.081], [-3.688, -3.093, -0.435], [-4.681, 0.465, -0.119], [-3.085, 1.160, -0.477], [-3.357, 0.322, 1.055], [-4.604, -0.724, -2.273], [-3.348, -1.937, -2.592], [-2.937, -0.221, -2.662], [-1.357, -2.118, -1.031]], "forces_ev_per_a": [[0.10, -0.12, -0.31], [0.53, -0.01, 0.33], [0.10, 0.04, 0.22], [-0.05, 0.33, -0.04], [0.06, 0.04, -0.11], [-0.04, 0.05, 0.04], [0.00, -0.04, 0.00], [-0.10, -0.12, 0.16], [-0.08, -0.07, 0.30], [-0.32, -0.67, -1.55], [-0.12, 0.07, 0.12], [-0.05, 0.09, 0.08], [0.00, 0.00, 0.00], [0.00, 0.01, 0.00], [-0.01, 0.01, 0.02], [0.04, 0.01, -0.05], [-0.02, -0.03, 0.00], [-0.04, 0.16, -0.38], [-0.01, -0.15, 0.13], [0.02, -0.02, 0.06], [0.00, 0.02, -0.04], [0.03, 0.01, -0.01], [-0.03, 0.01, -0.03], [0.06, -0.01, -0.06], [-0.19, 0.08, -0.01], [0.03, -0.02, -0.03], [0.00, -0.02, 0.05], [0.01, 0.02, 0.01], [0.02, 0.04, -0.01], [0.06, -0.05, 0.03], [-0.04, 0.03, 0.04], [0.03, -0.01, 0.00], [0.02, -0.01, 0.00], [-0.02, 0.00, 0.01], [0.01, 0.00, 0.00], [0.00, 0.00, 0.00], [0.00, 0.01, -0.01], [-0.06, 0.02, 0.02], [0.00, 0.01, -0.01], [0.00, 0.01, 0.01], [0.00, 0.01, 0.01], [0.01, 0.00, 0.00], [-0.04, 0.00, -0.03], [-0.20, -0.20, 0.13], [0.09, 0.08, -0.05], [0.05, 0.11, -0.03], [0.02, -0.24, -0.08], [-0.10, 0.19, 0.14], [0.15, -0.14, -0.16], [0.02, -0.08, 0.13], [0.16, 0.14, 0.01], [0.08, -0.19, -0.15], [-0.04, 0.25, 0.11], [0.10, 0.02, -0.07], [-0.17, 0.12, 0.18], [0.04, 0.03, -0.06], [-0.16, 0.02, -0.10], [0.10, -0.02, -0.01], [0.05, 0.04, -0.06], [0.09, 0.18, 0.85], [-0.06, 0.02, -0.02], [-0.01, 0.01, 0.05], [0.03, -0.04, 0.00], [-0.09, -0.01, 0.00], [0.02, 0.01, -0.01], [0.01, 0.02, 0.06], [-0.09, -0.02, -0.01], [0.04, -0.01, -0.03], [-0.03, -0.02, 0.06], [0.01, 0.00, 0.19]], "lowdin_charge": [0.4888, -0.2655, -0.3242, -0.2558, -0.0516, -0.1014, -0.0905, -0.1465, 0.0808, 0.0175, 0.1036, 0.1077, 0.1038, 0.0895, 0.0882, 0.0999, -0.2703, 0.9655, -0.3676, -0.1102, -0.1110, -0.1103, -0.0769, -0.0873, -0.3688, -0.1069, -0.1068, -0.1203, -0.1028, -0.1052, 0.0281, 0.0353, 0.0401, 0.1009, 0.0882, 0.0900, 0.0936, 0.0412, 0.1060, 0.0905, 0.0852, 0.0937, 0.0924, 0.0664, -0.1580, -0.1571, 0.0731, -0.2701, 0.0417, -0.6117, 0.4450, -0.2867, 0.0424, -0.1666, 0.0721, -0.1183, -0.7688, -0.1129, -0.1150, -0.2857, 0.0532, 0.0571, 0.0585, 0.0607, 0.0552, 0.0560, 0.0554, 0.0613, 0.0493, -0.0469]}


# 2
{"formula": "C30H30F3IrN3O5P2S", "method": "ωB97M-V/def2-TZVPD", "multiplicity": 1, "charge": 1, "homo_energy_ev": [-11.112, -11.113], "orbital_gap_ev": [7.75, 7.75], "molar_mass_g_mol": 855.8, "elements": ["Ir", "C", "C", "N", "O", "C", "C", "N", "O", "H", "H", "H", "H", "H", "H", "H", "C", "N", "P", "C", "C", "C", "C", "C", "C", "C", "C", "C", "C", "C", "C", "P", "C", "C", "C", "C", "C", "C", "C", "C", "C", "C", "C", "C", "H", "H", "H", "H", "H", "H", "H", "H", "H", "H", "H", "H", "H", "H", "H", "H", "H", "H", "H", "H", "H", "H", "H", "F", "C", "F", "F", "S", "O", "O", "O"], "xyz": [[-0.199, 0.195, -0.039], [3.461, 2.433, 0.442], [2.352, 1.452, 0.286], [1.111, 1.786, 0.199], [0.813, 3.127, 0.140], [2.601, 0.028, 0.195], [3.942, -0.585, 0.423], [1.559, -0.739, -0.089], [1.635, -1.969, -0.225], [3.175, 3.412, 0.070], [4.354, 2.081, -0.072], [3.704, 2.532, 1.503], [-0.086, 3.169, 0.511], [4.443, -0.098, 1.259], [4.586, -0.496, -0.456], [3.820, -1.641, 0.644], [-2.564, -1.284, -3.340], [-1.531, -0.959, -2.359], [-1.415, -1.633, -0.787], [-3.111, -1.818, -0.201], [-3.679, -0.816, 0.580], [-5.004, -0.902, 0.983], [-5.771, -1.991, 0.600], [-5.216, -2.994, -0.187], [-3.892, -2.912, -0.584], [-0.799, -3.302, -0.990], [-0.984, -4.229, 0.033], [-0.484, -5.512, -0.106], [0.194, -5.871, -1.264], [0.382, -4.946, -2.281], [-0.107, -3.657, -2.143], [-0.574, 0.423, -2.225], [0.841, 0.249, -3.327], [0.769, -0.621, -4.415], [1.853, -0.761, -5.267], [3.011, -0.029, -5.042], [3.083, 0.849, -3.970], [2.001, 0.988, -3.114], [-1.543, 1.812, -2.796], [-1.139, 2.607, -3.865], [-1.945, 3.659, -4.274], [-3.140, 3.916, -3.618], [-3.539, 3.129, -2.543], [-2.741, 2.078, -2.129], [-2.618, -2.366, -3.463], [-2.321, -0.841, -4.305], [-3.540, -0.913, -3.023], [-3.096, 0.039, 0.893], [-5.422, -0.124, 1.606], [-6.802, -2.066, 0.920], [-5.814, -3.845, -0.485], [-3.466, -3.707, -1.183], [-1.512, -3.951, 0.937], [-0.623, -6.233, 0.688], [0.577, -6.877, -1.373], [0.916, -5.226, -3.179], [0.062, -2.926, -2.923], [-0.127, -1.201, -4.596], [1.794, -1.442, -6.105], [3.858, -0.143, -5.705], [3.981, 1.428, -3.802], [2.055, 1.690, -2.292], [-0.206, 2.407, -4.376], [-1.638, 4.279, -5.105], [-3.766, 4.736, -3.944], [-4.468, 3.338, -2.030], [-3.048, 1.465, -1.287], [-0.007, 1.759, 4.781], [-0.131, 2.264, 3.567], [1.082, 2.444, 3.040], [-0.752, 3.435, 3.624], [-1.121, 1.113, 2.517], [-2.266, 0.768, 3.283], [-1.387, 1.860, 1.262], [-0.189, 0.010, 2.167]], "forces_ev_per_a": [[0.66, 0.58, 0.66], [0.01, 0.01, 0.01], [-0.03, -0.10, 0.00], [0.13, -0.06, -0.03], [-0.04, -0.05, 0.02], [-0.06, 0.06, 0.02], [0.02, 0.02, -0.01], [0.04, -0.08, -0.37], [-0.01, 0.05, 0.00], [0.00, 0.00, 0.00], [0.00, 0.01, 0.00], [0.00, -0.01, 0.00], [-0.01, 0.00, -0.04], [0.01, -0.01, -0.01], [-0.02, -0.02, -0.03], [0.01, -0.01, 0.02], [0.06, -0.01, -0.05], [0.05, 0.02, 0.21], [-0.63, 0.30, -0.03], [0.01, -0.08, -0.04], [-0.02, 0.07, 0.01], [0.02, 0.01, -0.01], [0.01, -0.02, -0.02], [-0.02, 0.03, 0.03], [0.02, -0.03, -0.03], [0.05, 0.00, 0.04], [0.04, 0.02, 0.01], [0.00, -0.01, 0.00], [-0.01, -0.01, 0.01], [0.00, 0.01, -0.01], [0.00, -0.03, 0.01], [0.26, -0.57, -0.42], [-0.14, -0.02, -0.12], [0.03, -0.03, 0.06], [0.04, 0.02, 0.00], [-0.03, -0.03, -0.02], [-0.01, 0.01, 0.02], [-0.01, 0.11, 0.02], [0.01, 0.08, 0.17], [-0.03, 0.01, 0.01], [0.01, 0.00, 0.00], [-0.01, 0.00, 0.00], [0.01, 0.00, 0.00], [0.02, 0.01, 0.01], [0.00, 0.00, -0.02], [0.00, 0.03, 0.01], [0.00, -0.01, 0.01], [0.03, 0.00, 0.00], [-0.01, -0.01, 0.00], [0.00, 0.00, 0.00], [0.00, 0.00, 0.00], [0.02, 0.01, 0.01], [-0.01, 0.00, 0.00], [0.00, 0.00, 0.00], [0.01, 0.00, 0.00], [0.00, 0.00, 0.00], [0.00, -0.01, 0.01], [0.01, 0.00, 0.01], [0.00, 0.00, 0.00], [0.00, 0.00, 0.00], [0.00, 0.00, 0.00], [-0.01, 0.01, 0.02], [-0.01, -0.01, -0.01], [-0.01, 0.00, 0.00], [0.00, 0.01, 0.01], [0.00, 0.00, 0.00], [-0.01, 0.00, -0.01], [0.01, -0.01, -0.02], [0.04, -0.01, -0.01], [-0.01, 0.01, 0.01], [-0.01, 0.01, 0.01], [-0.24, -0.18, 0.05], [0.09, -0.01, 0.07], [-0.26, -0.17, -0.21], [-0.04, 0.06, -0.01]], "lowdin_charge": [1.1102, 0.0228, -0.2876, -0.1821, 0.0002, -0.2583, -0.0009, -0.2667, -0.0582, 0.0899, 0.0925, 0.1103, 0.0835, 0.0922, 0.0958, 0.0843, -0.0983, -0.4519, 0.8926, -0.3342, -0.0934, -0.0499, -0.0540, -0.0573, -0.0855, -0.3628, -0.0812, -0.0558, -0.0572, -0.0574, -0.0836, 0.8359, -0.3330, -0.0801, -0.0541, -0.0546, -0.0553, -0.0855, -0.3237, -0.0600, -0.0556, -0.0525, -0.0541, -0.0846, 0.0881, 0.0834, 0.0869, 0.0559, 0.1172, 0.1134, 0.1129, 0.1105, 0.1192, 0.1130, 0.1118, 0.1107, 0.0877, 0.0918, 0.1140, 0.1140, 0.1129, 0.0994, 0.1071, 0.1140, 0.1146, 0.1150, 0.0952, 0.1780, -0.6714, 0.1464, 0.1661, 0.5476, -0.2150, -0.3948, -0.3864]}


# 3
{"formula": "C30H30F4KN5O3S", "method": "ωB97M-V/def2-TZVPD", "multiplicity": 1, "charge": -2, "homo_energy_ev": -1.175, "orbital_gap_ev": 5.19, "molar_mass_g_mol": 655.8, "elements": ["K", "C", "C", "N", "C", "C", "C", "C", "N", "C", "C", "F", "C", "F", "C", "C", "F", "C", "F", "H", "H", "H", "H", "H", "H", "H", "H", "H", "H", "H", "H", "H", "H", "H", "C", "O", "C", "C", "C", "C", "C", "C", "N", "N", "C", "O", "C", "C", "C", "C", "C", "C", "C", "O", "H", "H", "H", "H", "H", "H", "H", "H", "H", "H", "H", "H", "S", "C", "C", "N", "C", "H", "H", "H"], "xyz": [[0.088, -0.239, -0.092], [-1.924, 2.312, 1.752], [-1.970, 3.015, 0.399], [-1.147, 2.356, -0.614], [0.087, 3.063, -0.904], [0.980, 3.251, 0.316], [-1.931, 2.049, -1.804], [-1.195, 1.379, -2.965], [-0.536, 0.175, -2.541], [0.045, -0.614, -3.399], [0.662, -1.825, -2.917], [0.606, -2.086, -1.582], [1.291, -2.731, -3.721], [1.833, -3.841, -3.166], [1.391, -2.578, -5.101], [0.814, -1.427, -5.609], [0.881, -1.221, -6.950], [0.179, -0.493, -4.831], [-0.332, 0.598, -5.478], [-2.672, 2.728, 2.435], [-0.939, 2.390, 2.212], [-2.126, 1.251, 1.613], [-1.663, 4.066, 0.511], [-3.010, 3.036, 0.055], [-0.121, 4.051, -1.370], [0.646, 2.460, -1.620], [0.552, 3.948, 1.041], [1.949, 3.637, -0.006], [1.150, 2.284, 0.789], [-2.394, 2.971, -2.216], [-2.732, 1.371, -1.492], [-0.496, 2.098, -3.419], [-1.971, 1.184, -3.721], [1.890, -3.300, -5.727], [3.642, 0.677, -2.607], [4.729, 0.862, -1.707], [4.620, 0.499, -0.369], [5.832, 0.346, 0.263], [5.916, -0.016, 1.612], [4.747, -0.246, 2.304], [3.492, -0.083, 1.706], [2.317, -0.408, 2.496], [1.114, -0.103, 2.197], [0.149, -0.484, 3.094], [-1.026, -0.841, 2.634], [-1.409, -1.035, 1.439], [-2.022, -1.041, 3.751], [-1.621, -1.315, 5.060], [-2.557, -1.478, 6.068], [-3.915, -1.377, 5.789], [-4.327, -1.117, 4.489], [-3.385, -0.951, 3.484], [3.366, 0.329, 0.331], [2.240, 0.509, -0.220], [4.052, 0.873, -3.601], [2.819, 1.358, -2.407], [3.249, -0.341, -2.576], [6.734, 0.508, -0.319], [6.884, -0.130, 2.085], [4.790, -0.550, 3.347], [2.513, -0.990, 3.409], [-0.561, -1.391, 5.253], [-2.234, -1.688, 7.082], [-4.648, -1.492, 6.580], [-5.385, -1.047, 4.260], [-3.698, -0.746, 2.468], [-3.881, -3.142, 0.403], [-3.061, -3.943, -0.880], [-2.514, -3.027, -1.718], [-2.739, -1.718, -1.386], [-3.415, -1.623, -0.298], [-3.033, -5.019, -0.942], [-1.935, -3.247, -2.605], [-3.721, -0.691, 0.151]], "forces_ev_per_a": [[-0.56, 0.48, -1.05], [0.01, 0.04, -0.10], [0.04, -0.04, 0.15], [-0.09, 0.07, -0.01], [0.18, 0.06, -0.01], [-0.18, -0.04, 0.01], [0.03, -0.06, -0.16], [0.04, -0.05, -0.05], [0.01, 0.27, -0.32], [0.00, 0.02, -0.25], [0.05, -0.15, -0.04], [0.11, -0.39, -0.59], [-0.05, 0.02, -0.09], [0.01, -0.05, 0.10], [0.04, -0.02, -0.05], [0.07, -0.19, 0.13], [-0.04, 0.11, -0.09], [0.01, -0.03, 0.04], [-0.03, 0.06, 0.03], [0.05, 0.03, 0.02], [0.00, -0.02, 0.02], [-0.05, -0.03, 0.03], [-0.05, 0.02, -0.06], [0.02, -0.01, -0.06], [-0.01, -0.05, -0.05], [-0.01, 0.04, -0.05], [0.00, 0.01, 0.00], [0.01, 0.01, 0.04], [0.09, 0.07, 0.07], [-0.06, -0.03, 0.06], [-0.05, 0.06, -0.01], [-0.07, 0.04, -0.04], [0.01, 0.09, -0.03], [0.01, 0.01, 0.00], [-0.03, -0.05, 0.01], [-0.20, 0.15, 0.20], [0.14, -0.05, -0.24], [-0.06, -0.02, 0.06], [0.13, 0.01, 0.00], [-0.02, 0.00, 0.08], [0.20, 0.03, -0.35], [-0.19, -0.07, 0.25], [0.09, -0.07, 0.04], [-0.10, -0.14, 1.07], [0.45, -0.07, -0.13], [-1.09, -0.37, 1.58], [-0.11, -0.07, 0.08], [-0.04, 0.00, -0.04], [-0.04, -0.01, 0.01], [-0.08, 0.03, 0.04], [0.01, 0.00, 0.06], [0.01, -0.04, -0.08], [0.14, 0.07, 0.01], [1.56, 0.42, -0.32], [0.04, -0.03, 0.05], [-0.02, -0.01, 0.04], [0.01, -0.03, 0.04], [-0.03, 0.00, -0.04], [-0.02, -0.01, 0.03], [-0.05, -0.02, -0.01], [-0.11, 0.12, 0.07], [0.02, 0.04, 0.02], [0.03, 0.00, -0.01], [0.01, -0.04, -0.01], [0.00, 0.03, -0.01], [0.06, -0.02, -0.01], [0.18, 0.17, -0.14], [-0.13, 0.03, 0.08], [-0.04, -0.14, -0.01], [-0.07, 0.24, -0.17], [-0.40, -0.43, 0.08], [0.08, 0.01, -0.01], [0.03, -0.02, 0.04], [0.11, 0.02, 0.05]], "lowdin_charge": [0.8177, -0.0651, -0.2558, -0.2010, -0.2601, -0.0799, -0.2058, -0.2587, -0.0294, -0.2281, -0.1797, -0.0179, -0.2550, 0.0528, -0.0056, -0.2588, 0.0383, -0.1397, 0.0261, 0.0700, 0.0703, 0.0520, 0.1056, 0.1014, 0.1155, 0.0941, 0.0615, 0.0777, 0.0504, 0.1132, 0.1094, 0.1049, 0.1109, 0.1026, -0.0823, -0.1123, -0.1990, -0.0637, -0.1589, -0.1116, -0.1504, -0.1180, -0.0650, 0.0325, -0.5359, -0.2341, -0.1278, -0.0417, -0.1124, -0.1332, -0.1077, -0.0441, -0.3226, -0.2230, 0.0807, 0.0737, 0.0879, 0.0984, 0.0698, 0.0884, 0.1069, 0.0957, 0.0865, 0.0823, 0.0891, 0.0843, 0.9562, -0.4195, -0.2439, 0.0137, -0.4938, 0.0491, 0.1049, 0.0667]}